# 1
This record from OMol25 describes a 3-piece molecular cluster, C5H9Cl7 overall. The level of theory is wB97M-V/def2-TZVPD.

The geometry in XYZ format:
```
21
Properties=species:S:1:pos:R:3:nbo_charge:R:1
Cl -22.344 -25.561 -25.284 0.03
C -22.726 -24.260 -26.394 -0.27
Cl -22.365 -24.693 -28.067 0.02
Cl -21.775 -22.801 -25.946 -0.01
H -23.779 -24.024 -26.350 0.23
Cl -21.075 -17.812 -25.050 -0.06
C -19.966 -19.112 -24.530 -0.39
C -19.484 -19.889 -25.744 -0.39
Cl -18.307 -21.109 -25.217 -0.06
H -20.521 -19.804 -23.896 0.22
H -19.158 -18.718 -23.927 0.23
H -19.078 -19.207 -26.490 0.22
H -20.265 -20.452 -26.247 0.22
Cl -19.922 -16.781 -18.209 -0.05
C -18.305 -16.980 -18.926 -0.39
C -18.306 -17.913 -20.110 -0.39
Cl -19.249 -17.249 -21.477 -0.07
H -17.714 -17.426 -18.127 0.23
H -17.888 -16.024 -19.221 0.22
H -18.686 -18.913 -19.907 0.22
H -17.304 -18.095 -20.500 0.22
```

Properties
Total charge = 0
SMILES string = ClC(Cl)Cl.ClCCCl.ClCCCl
Orbital gap = 11.475 eV
E = -92988.1888 eV
ΔE to the lowest compared entry with this formula, charge and spin = 0.140 eV

=====

# 2
This record from OMol25 describes a 6-piece molecular cluster, C4H21NO7 overall. The level of theory is wB97M-V/def2-TZVPD.

The geometry in XYZ format:
```
33
Properties=species:S:1:pos:R:3:nbo_charge:R:1
O -0.284 1.857 -2.116 -0.76
C -1.255 0.824 -2.217 -0.06
C -0.544 -0.332 -1.464 -0.43
C 0.865 -0.725 -1.957 -0.23
N 1.947 0.257 -1.786 -0.66
C 2.599 0.329 -0.513 0.07
O 1.871 1.125 0.483 -0.79
H -0.476 2.635 -2.651 0.48
H -1.519 0.704 -3.264 0.17
H -2.178 1.048 -1.606 0.16
H -0.432 0.060 -0.473 0.20
H -1.208 -1.229 -1.509 0.21
H 1.038 -1.628 -1.379 0.20
H 0.967 -1.023 -3.020 0.20
H 1.850 1.148 -2.224 0.40
H 2.710 -0.576 0.062 0.17
H 3.589 0.830 -0.497 0.17
H 1.103 1.396 -0.048 0.49
O -1.038 1.919 0.990 -0.98
H -1.347 0.999 0.927 0.49
H -1.808 2.479 1.103 0.48
O 0.391 1.024 3.383 -0.98
H -0.332 0.539 3.774 0.47
H 0.375 1.183 2.429 0.51
O -2.548 -3.357 0.440 -0.94
H -1.726 -3.425 0.952 0.47
H -2.197 -3.808 -0.343 0.47
O -2.021 -0.641 1.488 -1.01
H -1.184 -0.919 1.872 0.50
H -2.661 -1.294 1.198 0.52
O 1.045 -1.770 1.660 -0.96
H 1.012 -0.960 1.121 0.47
H 1.330 -1.339 2.483 0.49
```

Properties
Total charge = 0
SMILES string = OCCCNCO.O.O.O.O.O
Orbital gap = 9.223 eV
E = -20310.2490 eV
ΔE to the lowest compared entry with this formula, charge and spin = 1.819 eV

=====

# 3
This record from OMol25 describes one molecule with the formula C5H7NOS. The level of theory is wB97M-V/def2-TZVPD.

The geometry in XYZ format:
```
15
Properties=species:S:1:pos:R:3:nbo_charge:R:1
C -0.669 1.351 -0.148 0.22
C -3.065 0.020 -0.029 -0.72
C -0.463 0.059 0.111 -0.52
C 2.021 -0.203 -0.604 -0.63
C 0.905 -0.730 0.302 0.14
N -0.909 2.427 -0.468 -0.33
O 1.364 -0.602 1.612 -0.72
S -1.803 -0.967 0.217 0.79
H -2.986 1.162 -0.106 0.26
H -3.979 -0.424 -0.250 0.22
H 1.828 -0.381 -1.609 0.22
H 2.931 -0.663 -0.335 0.21
H 2.005 0.842 -0.409 0.21
H 0.645 -1.873 0.078 0.17
H 2.175 -0.018 1.637 0.47
```

Properties
Total charge = 0
Orbital gap (alpha / beta) = 7.315 / 7.462 eV
E = -19667.9526 eV
ΔE to the lowest compared entry with this formula, charge and spin = 3.650 eV

=====

# 4
This record from OMol25 describes C35H27F6N5O2SSiTi as an isolated structure. The level of theory is wB97M-V/def2-TZVPD.

The geometry in XYZ format:
```
78
Properties=species:S:1:pos:R:3:lowdin_spin:R:1
Ti -0.341 -0.074 0.221 0.00
C -5.083 12.716 -2.060 0.00
O -4.595 12.252 -0.829 0.04
C -4.156 10.929 -0.799 0.14
C -3.654 10.476 0.419 0.00
C -3.192 9.185 0.559 0.11
C -3.210 8.267 -0.538 0.12
C -3.732 8.760 -1.770 0.10
C -4.190 10.052 -1.893 0.02
C -2.740 6.940 -0.435 0.11
N -2.716 6.019 -1.420 0.06
C -2.187 4.901 -0.860 -0.02
C -1.866 5.081 0.466 0.06
N -2.219 6.393 0.742 0.09
C -1.280 4.102 1.308 0.05
C -0.913 4.300 2.635 0.18
C -0.289 3.231 3.308 0.09
C -0.087 2.037 2.663 0.09
N -0.468 1.775 1.391 0.18
C -1.057 2.827 0.702 0.11
C -1.353 2.625 -0.646 0.10
N -1.034 1.407 -1.176 0.12
C -1.278 1.151 -2.460 0.00
C -1.832 2.079 -3.317 0.08
C -2.157 3.350 -2.814 0.04
C -1.921 3.635 -1.490 0.04
H -5.371 13.755 -1.903 0.00
H -5.958 12.143 -2.391 0.00
H -4.319 12.664 -2.844 0.00
H -3.637 11.168 1.254 0.00
H -2.811 8.886 1.529 0.01
H -3.762 8.093 -2.621 0.01
H -4.577 10.386 -2.847 0.00
H -2.130 6.859 1.623 0.01
H -1.070 5.253 3.125 0.02
H 0.051 3.336 4.330 0.00
H 0.429 1.240 3.176 0.00
H -1.011 0.156 -2.804 0.00
H -2.002 1.814 -4.351 0.01
H -2.585 4.121 -3.441 0.00
F -0.070 -2.763 7.035 0.00
C 0.381 -2.278 5.864 0.00
C -0.503 -1.774 4.922 0.00
F -1.816 -1.777 5.181 0.00
C -0.013 -1.290 3.728 0.00
F -0.896 -0.843 2.823 0.00
C 1.347 -1.269 3.388 0.00
S 1.903 -0.663 1.867 0.00
C 2.193 -1.784 4.370 0.00
F 3.520 -1.825 4.167 0.00
C 1.731 -2.280 5.576 0.00
F 2.602 -2.770 6.477 0.00
C -1.102 -3.554 0.952 0.00
Si 0.134 -3.360 -0.440 0.00
C 1.602 -4.369 0.196 0.00
C -0.614 -4.232 -1.942 0.00
N 0.575 -1.726 -0.842 0.00
C 1.640 -1.530 -1.683 0.00
C 2.338 -2.474 -2.464 0.00
C 3.390 -2.122 -3.300 0.00
C 3.819 -0.809 -3.428 0.00
C 3.149 0.168 -2.688 0.00
C 2.133 -0.233 -1.868 0.00
F 1.460 0.731 -1.168 0.00
H -1.315 -4.622 1.057 0.00
H -2.032 -3.007 0.811 0.00
H -0.657 -3.220 1.891 0.00
H 1.237 -5.359 0.488 0.00
H 1.998 -3.874 1.087 0.00
H 2.432 -4.507 -0.496 0.00
H -0.835 -5.278 -1.705 0.00
H 0.052 -4.219 -2.806 0.00
H -1.546 -3.744 -2.235 0.00
H 2.037 -3.511 -2.424 0.00
H 3.882 -2.901 -3.870 0.00
H 4.635 -0.536 -4.082 0.00
H 3.416 1.214 -2.747 0.00
O -1.766 -0.716 0.389 0.02
```

Properties
Total charge = -2
Orbital gap (alpha / beta) = 3.142 / 6.054 eV
E = -106417.1394 eV
Spin multiplicity = 3
ΔE to the lowest compared entry with this formula, charge and spin = 0.587 eV

=====

# 5
This record from OMol25 describes C4H12N4ORuSSe4 as an isolated structure. The level of theory is wB97M-V/def2-TZVPD.

The geometry in XYZ format:
```
27
Properties=species:S:1:pos:R:3:lowdin_spin:R:1
Ru 2.522 1.461 1.513 2.12
Se 2.466 -0.793 2.582 0.66
Se 0.474 0.217 3.679 0.12
Se 1.863 1.696 4.853 0.50
Se 2.101 3.237 2.992 0.42
N 1.585 0.382 -0.133 0.05
N 1.951 1.020 -1.389 0.01
C 2.970 1.976 -1.427 0.02
N 3.529 2.203 -2.645 0.02
S 3.285 2.995 -0.041 0.07
H 1.914 -0.598 -0.188 0.02
H 0.582 0.318 -0.084 0.00
H 1.342 0.731 -2.181 0.00
H 3.424 1.469 -3.341 0.00
H 4.125 2.964 -2.871 0.00
C -2.450 -2.960 -0.224 0.00
N -2.718 -1.507 -0.209 0.00
C -3.940 -1.068 0.462 0.00
C -1.823 -0.618 -0.686 0.00
O -0.868 -0.806 -1.493 0.00
H -1.911 -3.253 0.690 0.00
H -1.934 -3.232 -1.124 0.00
H -3.487 -3.439 -0.284 0.00
H -4.829 -1.015 -0.232 0.00
H -3.806 -0.062 0.880 0.00
H -4.257 -1.763 1.327 0.00
H -2.110 0.444 -0.427 0.00
```

Properties
Total charge = +2
Orbital gap (alpha / beta) = 6.427 / 4.447 eV
E = -287135.4297 eV
Spin multiplicity = 5
ΔE to the lowest compared entry with this formula, charge and spin = 1.835 eV

=====

# 6
This record from OMol25 describes a 14-piece molecular cluster, C6H36O14 overall. The level of theory is wB97M-V/def2-TZVPD.

The geometry in XYZ format:
```
56
Properties=species:S:1:pos:R:3:nbo_charge:R:1
C -1.170 -1.520 2.810 -0.61
C -0.227 -0.653 1.979 -0.46
C -2.291 1.861 -1.603 -0.48
C -1.442 0.867 -1.386 0.28
O -1.337 -0.091 -2.403 -0.78
C -0.539 0.632 -0.254 -0.27
C -0.769 -0.352 0.608 -0.14
H -1.025 -1.523 3.885 0.22
H -2.218 -1.215 2.697 0.21
H -1.192 -2.531 2.389 0.22
H 0.737 -1.161 1.950 0.23
H -0.195 0.294 2.528 0.20
H -2.947 1.962 -2.449 0.22
H -2.350 2.609 -0.821 0.21
H -0.398 -0.192 -2.682 0.53
H 0.256 1.357 -0.129 0.22
H -1.651 -0.936 0.352 0.18
H -1.793 -3.844 -1.197 0.48
H -1.783 -2.709 -0.269 0.47
O -1.437 -3.607 -0.333 -0.95
H 3.757 -1.982 -0.756 0.48
H 4.628 -0.749 -0.473 0.49
O 4.538 -1.687 -0.277 -0.97
H 1.327 0.732 4.460 0.48
H 2.145 0.506 3.178 0.48
O 1.995 1.132 3.896 -0.95
H -2.313 -1.461 -2.171 0.50
H -3.732 -1.730 -2.631 0.48
O -3.113 -2.000 -1.967 -1.01
H -3.623 0.825 1.677 0.49
H -3.449 2.125 0.897 0.47
O -3.513 1.782 1.792 -0.97
H 0.698 -2.516 -1.616 0.48
H 1.655 -2.821 -0.488 0.49
O 1.613 -2.775 -1.447 -0.97
H 1.518 -1.493 -3.069 0.50
H 2.053 -0.167 -2.916 0.50
O 1.203 -0.579 -3.151 -0.97
H -4.040 -1.720 0.506 0.49
H -3.976 -0.430 -0.165 0.48
O -4.107 -0.779 0.728 -0.96
H -0.988 3.610 2.086 0.48
H -0.955 2.147 1.905 0.49
O -0.795 2.956 1.398 -0.95
H 1.964 2.246 1.963 0.49
H 1.140 3.238 1.154 0.50
O 1.964 2.717 1.123 -0.99
H 2.432 1.228 -0.412 0.50
H 3.111 1.580 -1.705 0.50
O 2.764 0.819 -1.227 -1.01
H 1.462 2.104 -2.796 0.47
H 1.559 3.412 -2.096 0.48
O 2.000 2.877 -2.763 -0.94
H 3.889 -1.766 1.901 0.51
H 2.808 -0.674 1.376 0.48
O 3.163 -1.178 2.105 -0.99
```

Properties
Total charge = 0
Orbital gap = 9.719 eV
E = -35470.7524 eV
ΔE to the lowest compared entry with this formula, charge and spin = 2.920 eV

=====

- Among the records above, which one has the lowest E?
  C4H12N4ORuSSe4

=====

- Number 2 is which compound?
  C4H21NO7

=====

- What is the E in the second record?
  -20310.2490 eV

=====

- Among the records above, which one has the lowest total charge?
  C35H27F6N5O2SSiTi